(1)
C6H11P | the ωB97M-V functional and the def2-TZVPD basis

XYZ file:
```
18
Properties=species:S:1:pos:R:3:forces:R:3
C 2.15313 -1.32062 -0.30241 -0.28 -0.45 0.14
C 0.81978 -0.94165 -0.98971 -1.61 -0.29 0.92
C 1.37063 -0.21296 0.20305 3.66 1.86 -0.01
C 1.79805 1.11583 0.65812 0.90 0.80 1.20
C -3.00573 -0.00180 -0.11200 -0.91 0.53 0.67
C -1.50209 0.29230 0.00074 -1.35 0.07 1.27
P -0.47493 -1.16799 0.36283 -1.40 -1.73 -1.89
H 2.21160 -2.23128 0.33375 -0.22 0.36 -0.74
H 3.08489 -1.05722 -0.78334 0.07 -0.01 -0.18
H 0.56928 -0.48979 -1.99901 0.77 -0.47 1.33
H 1.63049 1.17976 1.81744 0.40 -0.02 -1.88
H 1.15850 1.87419 0.20511 0.05 0.21 0.16
H 2.91274 1.40078 0.44286 -1.86 -0.66 0.41
H -3.18429 -0.59334 -1.07356 -0.45 1.19 1.32
H -3.23113 -0.63798 0.76486 -0.16 -0.17 -0.67
H -3.67241 0.97408 0.17224 1.49 -2.17 -1.54
H -1.43052 0.75977 0.97067 0.17 0.69 0.58
H -1.20799 1.05790 -0.67165 0.75 0.26 -1.08
```
Positions in Å, forces in eV/Å.

Computed properties:
**Frontier orbital gap (spin up / spin down)**: 5.71 / 7.50 eV
**Charge**: 0
**<S²>**: 2.00
**Spin multiplicity**: 3

***

(2)
ClNa4O4 | the ωB97M-V functional and the def2-TZVPD basis

XYZ file:
```
9
Properties=species:S:1:pos:R:3:forces:R:3
Na 0.23922 3.13410 0.09689 -0.10 0.17 -0.37
Na 0.57856 -3.69952 1.75267 -0.09 -0.29 -0.24
Na 1.06082 0.95565 2.70404 0.10 -0.30 0.05
Na -1.95411 0.25455 -3.46684 0.05 -0.18 -0.15
Cl -0.04280 -0.11856 -0.21944 5.40 -3.48 4.05
O 1.37530 0.09840 -0.06037 1.04 0.49 2.31
O -0.70226 0.71421 0.71693 -1.68 2.30 1.30
O -0.19532 0.13151 -1.51935 -3.85 3.02 -8.43
O -0.35943 -1.47033 -0.00453 -0.86 -1.73 1.47
```
Positions in Å, forces in eV/Å.

Computed properties:
**Frontier orbital gap**: 9.94 eV
**Charge**: +3
**Spin multiplicity**: 1

***

(3)
C4H9N | the ωB97M-V functional and the def2-TZVPD basis

XYZ file:
```
14
Properties=species:S:1:pos:R:3:forces:R:3
C -2.15273 -0.12135 0.27042 2.16 1.14 -3.58
N 0.54246 -0.05900 1.53893 -1.01 0.32 -0.41
C 0.39962 0.29962 0.12157 1.33 0.67 0.91
C -0.85314 -0.32398 -0.43274 1.59 3.41 1.19
C 1.84984 0.25746 -0.61380 -2.50 -1.97 -1.45
H -1.19931 -1.03010 0.52433 -1.56 -1.09 1.26
H -2.94409 -0.02842 -0.50151 -0.10 -1.37 0.96
H -2.11406 0.66043 1.03518 0.40 -0.82 0.39
H 0.32632 -1.05672 1.76222 0.42 0.61 -0.88
H 0.17377 1.44709 -0.05248 0.22 -1.70 0.86
H -0.51218 -0.73639 -1.36088 -1.54 -1.26 -0.67
H 1.67590 0.74413 -1.60560 0.90 0.17 0.81
H 2.46009 0.68613 0.13356 0.76 1.22 0.29
H 2.34752 -0.73890 -0.81920 -1.08 0.65 0.33
```
Positions in Å, forces in eV/Å.

Computed properties:
**Frontier orbital gap**: 5.33 eV
**Charge**: 0
**Spin multiplicity**: 1

***

(4)
C36H40IrP2 | the ωB97M-V functional and the def2-TZVPD basis

XYZ file:
```
79
Properties=species:S:1:pos:R:3:forces:R:3
Ir 0.88875 0.52838 -3.69946 -1.27 -0.84 3.26
C -1.38656 -0.23276 -1.23525 -0.05 -0.26 0.35
C -2.48833 -0.46548 -1.95564 1.18 -0.06 -0.13
C -3.12323 0.63366 -2.69521 -0.32 0.46 -0.62
C -2.37656 1.29825 -3.95047 -0.71 -0.21 0.76
C -0.89954 1.73784 -3.99976 0.08 1.07 0.12
C -0.13009 2.26148 -2.89111 -2.07 1.64 -1.68
C -0.81240 2.41039 -1.55807 0.78 -0.54 0.64
C -1.08752 1.12021 -0.67603 0.48 1.65 0.33
C 1.82304 -0.82649 -4.73291 1.24 -1.53 -2.11
H -0.78408 -1.05122 -0.82698 -0.49 0.17 0.04
H -2.88400 -1.45947 -2.10227 0.11 -0.02 0.12
H -3.39075 1.45557 -2.01972 0.01 -0.23 -0.02
H -4.05238 0.21487 -3.07796 -0.18 0.48 -0.27
H -2.67669 0.76356 -4.87400 0.44 0.30 0.51
H -2.93764 2.24124 -3.92333 0.30 0.18 -0.73
H -0.65582 2.20551 -4.97507 -0.15 -0.37 0.50
H 0.62598 3.03073 -3.16707 -0.60 -0.45 0.32
H -1.76069 2.94750 -1.66748 0.14 -0.09 -0.48
H -0.15997 3.10729 -1.01509 -0.32 -0.36 0.40
H -0.19444 1.02220 -0.06237 -0.52 0.07 0.41
H -1.91070 1.45219 -0.01129 0.38 -0.46 -0.18
H 1.93982 -1.67097 -4.04347 0.30 0.13 0.27
H 2.78140 -0.36217 -5.05771 -0.35 -0.52 0.13
H 1.24185 -1.22451 -5.57659 0.62 0.15 0.15
P -0.32404 -1.52721 -7.93219 -1.34 -1.33 -1.21
P 1.20966 0.69633 -7.42808 0.21 0.75 -2.50
C -1.17252 -0.03334 -8.43957 1.50 1.69 0.61
C -0.47852 1.07011 -8.03753 -0.18 -1.28 -1.31
C -0.54989 -2.77478 -9.33742 0.84 0.03 0.19
C -1.51312 -2.57824 -10.34214 -0.07 0.11 0.10
C -1.81359 -3.60954 -11.24398 0.37 -0.05 0.27
C -1.08674 -4.80964 -11.19468 0.05 0.19 0.22
C -0.01594 -4.95796 -10.29410 -0.17 0.53 0.09
C 0.26578 -3.94242 -9.36662 -0.58 0.37 -0.14
C -1.43616 -2.11854 -6.62367 0.37 -0.25 -0.09
C -1.28491 -1.55255 -5.35554 0.23 -0.83 -0.25
C -1.81127 -2.22278 -4.27388 0.05 0.01 -0.04
C -2.62855 -3.34869 -4.41551 0.14 0.21 -0.41
C -2.86901 -3.83706 -5.70434 -0.25 -0.03 -0.02
C -2.25788 -3.24002 -6.81184 0.27 -0.01 -0.01
C 2.16278 0.89617 -9.05050 -0.15 -0.92 -0.14
C 2.02980 -0.12111 -10.02660 -0.13 0.42 0.04
C 2.47034 0.08831 -11.33506 0.07 0.03 0.16
C 3.18067 1.25078 -11.66020 -0.11 -0.04 0.23
C 3.40570 2.21328 -10.67168 0.04 -0.06 -0.16
C 2.88212 2.05233 -9.38667 -0.09 0.14 0.21
C 1.73935 2.20187 -6.61512 0.12 0.34 0.45
C 3.04617 2.28039 -6.10689 -0.23 0.03 0.34
C 3.49079 3.44913 -5.49423 -0.12 -0.10 -0.08
C 2.63046 4.54584 -5.38247 0.11 -0.21 0.26
C 1.33316 4.46110 -5.88347 -0.06 0.20 -0.09
C 0.90081 3.31997 -6.55271 0.09 0.01 0.37
H -2.07225 -0.05934 -9.04048 -0.05 0.28 0.09
H -0.64161 2.07816 -8.41107 -0.58 -0.11 0.28
H -2.02344 -1.60842 -10.44140 0.08 -0.68 0.12
H -2.61152 -3.46154 -11.97816 0.38 -0.11 0.26
H -1.34093 -5.63155 -11.87068 0.14 0.37 0.20
H 0.60755 -5.85511 -10.31773 -0.28 0.30 0.02
H 1.12101 -4.03794 -8.68722 -0.46 -0.05 -0.15
H -0.62747 -0.69230 -5.15412 -0.53 -0.33 -0.45
H -1.47470 -1.82348 -3.33819 -0.32 -0.37 0.33
H -3.07174 -3.82760 -3.54102 0.22 0.04 -0.28
H -3.51088 -4.71203 -5.85648 0.26 0.40 0.11
H -2.37386 -3.64101 -7.83145 -0.01 0.06 0.74
H 1.54587 -1.07185 -9.78863 0.09 0.33 -0.08
H 2.25466 -0.65565 -12.10811 0.22 0.20 0.37
H 3.55828 1.38850 -12.67874 -0.16 0.01 0.46
H 3.98198 3.11639 -10.90049 -0.28 -0.38 0.08
H 3.02853 2.85912 -8.66269 -0.07 -0.34 -0.28
H 3.70903 1.41999 -6.18800 -0.04 0.17 0.00
H 4.49714 3.47982 -5.08477 -0.15 0.13 -0.13
H 2.97465 5.45001 -4.87655 -0.16 -0.26 -0.18
H 0.63748 5.28713 -5.75036 0.24 -0.03 -0.18
H -0.08345 3.30936 -7.01879 0.24 0.07 0.36
C 1.55386 0.05351 -1.68242 0.75 -0.06 0.60
H 1.18862 0.61500 -0.77029 0.70 -0.78 -1.56
H 2.56749 0.41582 -1.98225 -0.16 -0.18 0.39
H 1.57849 -1.05439 -1.50534 -0.06 1.02 -0.28
```
Positions in Å, forces in eV/Å.

Computed properties:
**Frontier orbital gap (spin up / spin down)**: 7.97 / 5.26 eV
**Charge**: +2
**<S²>**: 8.77
**Spin multiplicity**: 6

***

(5)
C2H5N3O3 | the ωB97M-V functional and the def2-TZVPD basis

XYZ file:
```
13
Properties=species:S:1:pos:R:3:forces:R:3
C 1.01039 -0.32114 -0.07781 2.55 -1.64 2.35
C -1.21280 0.11858 -0.81419 -1.42 0.26 -1.12
H 1.61332 0.71301 2.87300 -1.44 2.49 -4.90
H 2.69359 -0.22246 1.15516 0.77 -0.66 -1.08
H 2.41557 -1.64440 -0.92122 -1.87 1.60 0.93
H -0.87586 -0.36092 -1.71519 -1.00 -0.57 -0.69
H -4.25382 0.62395 -0.75832 -2.12 1.42 2.48
N 1.70075 -0.12199 1.14565 -0.76 -3.60 -3.13
N 1.48481 -1.13926 -0.86335 -0.11 -1.84 -3.72
N -2.28503 0.66617 -0.39082 -2.26 -1.00 -0.79
O 1.41213 1.03565 1.59259 0.29 3.99 9.92
O -0.18647 0.29763 -0.01114 1.67 0.68 1.60
O -3.51656 0.35517 -1.21436 5.69 -1.12 -1.85
```
Positions in Å, forces in eV/Å.

Computed properties:
**Frontier orbital gap**: 8.78 eV
**Charge**: 0
**Spin multiplicity**: 1

***

(6)
C5H6N2S | the ωB97M-V functional and the def2-TZVPD basis

XYZ file:
```
14
Properties=species:S:1:pos:R:3:forces:R:3
C 0.21626 -0.43239 0.14085 2.20 1.54 3.20
C -0.19753 0.84480 0.09750 -0.49 -2.24 -1.21
C 1.38197 -0.21965 1.58296 -2.01 -3.31 -3.76
C 0.03741 -1.70088 -0.54752 -0.21 -0.09 -0.26
C -1.15882 1.45677 -0.86129 0.13 0.00 0.00
N 0.36054 1.64571 1.07645 0.73 0.51 1.00
N 1.18483 1.06674 1.83984 0.27 2.73 1.39
S 2.32731 -1.37799 2.17101 -0.42 0.82 -0.08
H -0.12686 -2.49614 0.17809 0.05 -0.11 -0.01
H 0.94053 -1.93925 -1.11005 0.05 -0.11 -0.02
H -0.80051 -1.67286 -1.24418 -0.04 -0.01 -0.04
H -1.61952 2.33631 -0.42253 -0.10 0.07 0.00
H -1.92277 0.73390 -1.14133 -0.07 0.07 -0.04
H -0.62284 1.75495 -1.75981 -0.09 0.14 -0.16
```
Positions in Å, forces in eV/Å.

Computed properties:
**Frontier orbital gap**: 6.85 eV
**Charge**: 0
**SMILES**: CC1=C(C)C(=S)N=N1
**Spin multiplicity**: 1

***

So what do the calculations give for energy above the lowest of the compared OMol25 structures with the same formula, charge and spin? Going down the list: 40.9 29.1 176.1 13.3 167.9 86.9 kcal per mole.